a:
11
Properties=species:S:1:pos:R:3 method="wB97M-V/def2-TZVPD" homo_energy_ev=-3.70 gap_ev=7.784 e_lumo_ev=4.09 total_charge=-1
O 2.34923 1.85539 1.40231
N 0.78566 0.26171 0.88081
H -2.20709 -0.64099 -1.92843
H 2.82653 -0.05586 0.97386
H -1.92843 -1.39539 -0.36039
H -0.53712 -0.83341 -1.33315
H 0.79064 -0.73121 0.67056
H -0.86548 0.78680 0.10678
C 2.00993 0.69609 1.10035
O -1.65819 0.67188 -0.47423
C -1.56568 -0.61501 -1.03845

b:
11
Properties=species:S:1:pos:R:3 method="wB97M-V/def2-TZVPD" homo_energy_ev=-3.77 gap_ev=7.929 e_lumo_ev=4.16 total_charge=-1
H -1.41213 1.75548 -0.01312
H 2.45378 0.43937 -0.90446
O -1.58546 -0.21401 -0.66333
H -1.62464 0.56898 1.26526
H -2.97313 1.01673 0.19247
H 1.03220 -1.72103 0.38275
N 1.03800 -0.79111 -0.03408
C 2.28042 -0.41961 -0.22329
C -1.89774 0.80480 0.22766
O 3.33432 -0.92102 0.24172
H -0.64563 -0.51859 -0.47159

Most stable: b. Least stable: a.

a:
18
Properties=species:S:1:pos:R:3 method="wB97M-V/def2-TZVPD" homo_energy_ev=-8.73 gap_ev=8.897 e_lumo_ev=0.17 total_charge=0
N 0.12734 2.70541 0.45011
C -0.25246 0.53592 1.57425
C 0.43745 -0.60781 0.89760
H -1.36233 -0.99362 -1.89898
O 2.34061 0.74382 -0.82874
H 0.50909 1.26372 -1.56476
H -1.66581 -2.26678 -0.69812
C 1.12451 0.80958 -0.76773
H 1.39247 -0.89979 1.31308
O 0.98128 -2.09332 -0.83485
H -0.66358 3.04978 0.99913
H 0.15340 0.72259 2.56807
H -1.98726 -0.58696 -0.30752
C 0.30714 1.45759 0.54536
H -1.33764 0.44851 1.54393
C 0.11772 -1.12274 -0.36187
C -1.30419 -1.24698 -0.83987
H 1.08226 -1.91891 -1.78908

b:
18
Properties=species:S:1:pos:R:3 method="wB97M-V/def2-TZVPD" homo_energy_ev=-9.05 smiles="C=CO[C@@H]1OCC=C1N" gap_ev=10.011 e_lumo_ev=0.96 total_charge=0
H -0.32776 -0.19361 2.06455
C -0.22553 -0.30168 0.94448
O 1.20328 -0.31319 0.93241
C 1.79490 -0.18696 -0.30626
H -2.84609 0.64661 -1.02203
C -2.02153 0.26543 -0.43326
C -1.01882 0.78881 0.20095
O -0.81905 -1.44675 0.53802
N -0.55879 2.09257 0.25920
H -1.82551 -1.80349 -1.21042
C 3.08352 -0.36432 -0.36792
H -2.92022 -1.64145 0.23481
H 3.72235 -0.51161 0.45046
H 0.02078 2.27539 -0.55440
H 1.14832 -0.01432 -1.19791
H 3.55022 -0.31722 -1.32705
H -0.00693 2.30522 1.06933
C -1.95313 -1.27943 -0.27495

c:
18
Properties=species:S:1:pos:R:3 method="wB97M-V/def2-TZVPD" homo_energy_ev=-8.97 gap_ev=9.247 e_lumo_ev=0.28 total_charge=0
C -0.15990 -1.28456 -0.29292
C -1.66787 1.03723 -0.18034
H -2.70665 1.40241 0.01837
H 1.01606 0.39008 -1.34378
H -0.71809 -2.19502 -0.82046
H 0.72383 -0.70952 1.54514
N -0.73706 1.11234 0.91896
H -1.35508 1.70094 -1.10421
C -1.21122 -0.29044 0.32419
H -1.86347 -0.72942 1.06569
C 0.94203 -1.41176 0.75916
C 1.04952 -0.58459 -1.05368
O 1.87715 -0.77543 -0.11964
H 1.29383 1.91898 1.48261
H 1.15185 -0.93630 -2.19581
H 1.23130 -2.41298 1.16556
C 0.52704 1.70211 0.57098
O 0.60674 2.06592 -0.73982

Most stable: b. Least stable: c.